ORCA calculation (ωB97M-V with the def2-TZVPD basis set) on a 4-piece molecular cluster, C42H91BrF4N3O11P2S overall at a distorted geometry.

Last column: Mulliken charge in e.
Cartesian coordinates (Å):
H (4.524, 1.579, 7.246)  0.18
F (-2.593, 5.523, -0.159)  -0.31
H (-3.436, -5.819, 0.361)  0.32
H (-5.249, 2.462, 1.638)  0.40
H (4.409, -2.080, 1.280)  0.26
N (2.245, -6.327, 2.124)  -0.26
C (0.556, 0.530, -1.770)  -0.38
H (4.218, -9.461, 0.476)  0.34
H (3.778, 1.829, 2.874)  -0.13
O (3.360, -0.390, -1.572)  -0.35
C (3.460, 3.912, 7.939)  -0.68
H (1.607, 6.776, -5.885)  0.39
C (1.213, -5.346, 2.475)  -0.51
O (-1.308, 0.365, 0.683)  -0.28
O (0.770, 2.366, -6.911)  -0.45
P (2.388, 0.951, -2.056)  0.78
H (-1.425, -8.319, 1.007)  0.29
H (1.878, 5.502, -10.964)  0.24
C (-3.115, -4.479, -2.711)  -1.16
H (3.986, 3.288, 3.857)  0.30
H (2.439, 5.358, -6.558)  0.13
H (2.794, 1.898, 8.547)  0.34
H (4.378, -8.000, 2.227)  0.40
C (3.143, -9.268, 0.563)  -0.72
P (-1.008, 2.034, 0.285)  0.22
C (-3.642, 1.294, 0.372)  1.20
H (5.776, -0.267, -4.282)  0.29
H (0.560, 1.513, 5.993)  0.19
C (3.283, -0.640, -0.136)  0.48
H (-1.724, -1.712, -0.697)  0.22
C (1.488, 6.109, -10.143)  -0.73
H (-5.254, 1.141, 3.535)  0.35
F (-0.588, 5.846, -1.310)  -0.36
H (4.641, 1.484, -3.174)  0.31
C (-0.668, 3.964, 0.348)  0.80
H (-0.005, 5.019, -4.932)  0.43
H (-4.912, 2.457, -1.069)  0.24
H (1.909, -6.877, 1.340)  0.06
H (0.524, -0.313, -0.986)  0.26
C (-4.782, 1.328, -0.777)  -1.10
H (-2.903, -5.616, -2.811)  0.33
H (-2.246, -0.250, -1.865)  -0.13
C (-0.557, -7.855, 1.484)  -0.70
C (-6.246, 0.799, -0.335)  -1.39
C (-6.907, -1.844, -0.094)  -0.71
C (4.666, -0.222, -4.655)  -0.98
S (-3.710, 1.026, 5.828)  -0.30
H (-3.479, 2.876, 1.986)  0.40
H (0.358, 4.985, -7.841)  0.12
H (1.312, 7.641, -8.266)  0.40
H (1.158, 3.330, -8.700)  0.21
C (-1.480, 4.790, -0.784)  0.71
H (0.197, 2.753, -1.791)  0.47
H (-4.501, 0.788, -1.761)  0.20
C (-0.408, 1.791, -1.495)  -1.11
H (0.512, 5.712, -9.855)  0.31
H (-3.296, 2.778, 4.144)  0.30
C (0.883, 3.243, -5.790)  0.27
H (-3.128, -4.046, 0.933)  0.11
H (-1.442, 2.263, 1.663)  -0.13
H (2.153, 1.044, 6.612)  0.26
O (2.734, -9.279, 1.923)  -0.34
H (3.962, 0.158, 0.377)  0.01
H (-4.071, -0.106, 2.838)  0.07
C (5.721, 2.038, 5.535)  -0.86
H (-7.897, -2.084, 0.485)  0.29
N (4.258, 3.622, 6.745)  -0.33
C (0.010, 4.505, -5.900)  -0.97
C (-5.945, -3.159, 0.148)  -0.29
H (-7.142, -1.678, -1.225)  0.26
C (3.793, -2.142, 0.293)  -0.74
H (-3.893, -4.193, -3.529)  0.31
H (1.121, -4.672, 1.616)  0.21
H (-2.058, 1.349, 3.875)  0.26
H (-5.718, -3.380, -2.222)  0.13
F (0.770, 4.274, 0.369)  -0.27
H (3.625, 3.491, 5.961)  0.05
C (1.648, 2.667, -7.985)  -0.56
H (4.128, 1.965, -4.923)  0.30
H (1.385, 7.142, -10.495)  0.34
H (-0.360, -8.381, 2.422)  0.31
H (-5.151, -2.976, 0.982)  0.15
H (-0.194, -6.563, 3.663)  0.39
O (2.584, 1.061, -3.795)  -0.30
C (-3.146, 1.616, 4.148)  -0.62
H (4.160, -1.187, -4.258)  0.24
C (-7.217, -0.116, 1.909)  -1.48
C (-4.194, 1.020, 3.046)  -0.08
H (3.124, -6.663, 3.999)  0.38
H (6.438, 1.228, 5.707)  0.40
O (2.407, 6.030, -9.064)  -0.34
C (-2.514, -0.912, -0.953)  -0.67
H (2.992, 7.465, -7.745)  0.39
H (0.516, 2.672, -4.930)  0.07
C (-2.699, -0.029, 0.429)  0.28
H (-1.356, 1.818, -2.186)  0.31
C (2.379, 2.887, 8.327)  -0.48
H (0.188, 0.042, -2.773)  0.38
H (-6.933, 0.995, 2.151)  0.28
H (-6.816, 0.532, -1.327)  0.39
C (1.532, 1.894, 6.319)  -0.40
H (1.927, 3.236, 9.262)  0.34
H (-6.922, -0.796, 2.813)  0.23
H (2.235, -0.521, 0.330)  -0.10
H (2.892, -8.317, 0.088)  0.30
C (-0.190, -5.889, 2.799)  -0.71
C (-4.188, 1.977, 1.736)  -1.12
C (-6.272, -0.509, 0.610)  2.60
H (-6.830, 1.717, 0.100)  0.38
O (-0.851, -6.480, 1.682)  -0.29
H (2.963, 4.871, 7.756)  0.37
O (1.307, 2.800, 7.391)  -0.40
H (0.285, -7.967, 0.799)  0.24
O (-2.701, 2.342, -0.112)  -0.50
H (1.568, -4.738, 3.314)  0.41
H (6.269, 2.873, 5.084)  0.40
H (1.870, 1.733, -8.510)  0.31
C (4.012, 1.152, -4.097)  -0.30
C (3.485, -8.375, 2.740)  -0.79
H (4.329, -2.705, -0.558)  0.26
C (-5.186, -3.624, -1.212)  -0.68
H (-3.511, -1.450, -1.226)  0.00
C (2.079, 6.910, -7.984)  -0.81
H (-8.323, -0.219, 1.598)  0.45
H (-2.912, -0.869, 1.192)  0.10
H (-1.019, 4.185, -6.100)  0.37
H (-2.164, -3.822, -2.726)  0.24
O (2.846, 2.327, -1.496)  -0.67
H (4.134, 4.066, 8.790)  0.40
H (1.696, -7.668, 3.673)  0.20
H (-1.914, -4.835, -0.248)  0.24
H (3.821, -8.947, 3.611)  0.39
C (2.594, -7.228, 3.225)  -0.25
H (-6.562, -4.089, 0.509)  0.39
H (-2.863, 0.022, 6.324)  0.12
H (1.975, 2.416, 5.469)  0.16
H (4.736, -0.268, -5.818)  0.28
C (-3.045, -4.776, 0.039)  -0.81
H (1.932, 3.471, -5.572)  0.06
H (-1.805, 4.178, -1.704)  0.03
C (-3.885, -4.261, -1.274)  0.81
H (2.606, -10.065, 0.044)  0.24
H (2.831, -2.746, 0.573)  -0.03
H (2.592, 3.101, -7.645)  0.25
H (-5.260, -0.828, 1.057)  -1.35
N (0.357, 5.469, -6.948)  -0.33
F (-1.166, 4.458, 1.649)  -0.35
H (5.386, 2.571, 2.996)  0.39
C (1.662, 6.106, -6.749)  -0.13
H (5.904, 2.640, 7.598)  0.39
Br (1.077, 1.930, 1.310)  -0.35
C (5.103, 2.433, 6.880)  -0.18
H (-0.807, -5.031, 3.087)  0.40
O (4.717, 1.516, 4.662)  -0.30
C (4.462, 2.357, 3.544)  -0.42

The calculation puts the frontier orbital gap at 7.244 eV. The total energy comes out at -6700.80486 Ha. The HOMO energy is -5.2 eV. The value obtained for the largest force on an atom is 4.6 eV/Å. The total charge is -1.

=====

ORCA calculation (ωB97M-V with the def2-TZVPD basis set) on a 2-piece molecular cluster, C5H16N7 overall at a distorted geometry.

Last column: Mulliken charge in e.
Cartesian coordinates (Å):
N (1.039, 0.533, 1.859)  -0.43
C (-3.416, -0.699, -0.480)  -1.08
H (0.124, -2.535, 1.908)  0.27
C (-1.968, -0.270, -0.324)  0.11
H (2.068, 1.644, -0.072)  0.32
N (2.697, -0.027, -1.131)  -0.70
H (0.313, 3.392, -0.139)  0.24
H (-1.371, 3.519, -0.791)  0.38
N (-0.449, -2.045, 1.087)  -0.59
H (1.828, 1.120, 2.163)  0.25
H (-0.208, -1.109, -1.542)  0.44
H (1.586, -1.439, -1.489)  0.48
H (-1.274, -1.757, 1.539)  0.27
H (-3.610, -1.160, -1.479)  0.25
H (-4.039, 0.171, -0.323)  0.38
H (0.229, -2.693, -1.189)  0.44
N (-1.685, 0.937, -0.157)  0.71
H (2.935, 0.490, -1.907)  0.21
N (1.778, 0.696, -0.349)  0.00
H (-3.685, -1.560, 0.232)  0.21
H (3.569, -0.256, -0.590)  0.24
H (-0.403, 2.437, -1.783)  0.25
H (0.764, -0.071, 2.622)  0.22
N (0.557, -1.700, -1.121)  -0.10
N (-1.081, 1.902, 0.205)  -0.80
C (0.369, -1.177, 0.272)  0.22
C (-0.550, 2.826, -0.681)  -0.69
C (1.112, -0.079, 0.611)  -0.50

The calculation puts the frontier orbital gap at 8.504 eV. The total energy comes out at -582.97465 Ha. The HOMO energy is -11.1 eV. The energy above the lowest of the compared OMol25 structures with the same formula, charge and spin comes out at 328.3 kJ/mol. The value obtained for the largest force on an atom is 5.0 eV/Å. The total charge is +1.

=====

ORCA calculation (ωB97M-V with the def2-TZVPD basis set) on C2H5EuO as an isolated structure at a distorted geometry.

Last column: Mulliken charge in e.
Cartesian coordinates (Å):
H (1.759, -1.249, 0.807)  0.20
O (0.001, -0.427, 0.062)  -0.73
C (0.372, -2.626, -0.150)  -0.89
H (1.603, -1.095, -1.090)  0.20
C (1.144, -1.319, -0.109)  -0.13
H (0.612, -3.260, 0.718)  0.18
H (-0.687, -1.647, 0.057)  0.25
Eu (-0.551, 1.983, -0.029)  0.71
H (0.546, -3.182, -1.084)  0.20

The calculation puts the frontier orbital gap (alpha / beta) at 5.695 / 6.870 eV. The total energy comes out at -864.49431 Ha. The HOMO energy (alpha / beta) is -5.8 / -7.4 eV. The energy above the lowest of the compared OMol25 structures with the same formula, charge and spin comes out at 0.0 kJ/mol. The value obtained for the largest force on an atom is 3.3 eV/Å. The spin multiplicity is 7. As for the expectation value of S²: 12.007.